Record 1
57
Properties=species:S:1:pos:R:3 method="wB97M-V/def2-TZVPD" s2=0.801 lumo_energy_ev="2.45 / 2.43" energy_ha=-2939.55548 spin_multiplicity=2 homo_ev="-2.87 / -2.88" charge=-1
V -0.734 0.270 -0.352
N -1.813 1.525 2.526
C -1.536 2.456 1.579
N -1.752 3.727 1.895
C -1.296 4.617 0.993
N -1.473 5.936 1.323
N -0.632 4.334 -0.104
C -0.449 3.018 -0.347
N -0.954 2.028 0.454
C 0.374 2.556 -1.392
C 1.091 3.392 -2.272
C 1.974 2.841 -3.159
C 2.134 1.442 -3.167
C 1.374 0.682 -2.308
N 0.490 1.186 -1.449
H -2.504 1.792 3.206
H -1.878 0.582 2.157
H -2.233 6.117 1.958
H -1.333 6.599 0.581
H 0.931 4.457 -2.208
H 2.542 3.452 -3.848
H 2.847 0.969 -3.827
H 1.478 -0.395 -2.284
C -4.195 -0.509 2.478
C -3.653 -0.341 1.074
S -4.288 0.967 0.180
C -2.695 -1.202 0.592
C -2.217 -2.373 1.423
S -2.250 -1.177 -1.100
H -4.730 0.397 2.763
H -3.399 -0.704 3.199
H -4.889 -1.352 2.518
H -3.055 -2.831 1.954
H -1.473 -2.051 2.163
H -1.764 -3.131 0.787
C 2.686 -4.009 -1.636
N 1.314 -3.574 -1.688
C 0.987 -2.958 -2.952
C 0.743 -2.975 -0.487
C 1.458 -1.877 0.299
C 2.665 -2.173 0.928
C 3.312 -1.256 1.738
C 2.705 -0.039 1.986
C 1.487 0.246 1.399
C 0.837 -0.631 0.523
H 2.896 -4.595 -2.535
H 2.837 -4.650 -0.766
H 3.422 -3.189 -1.600
H 0.977 -3.738 -3.724
H 1.713 -2.196 -3.275
H -0.001 -2.500 -2.902
H 0.579 -3.810 0.211
H -0.237 -2.588 -0.785
H 3.104 -3.154 0.811
H 4.272 -1.490 2.183
H 3.175 0.682 2.642
H 1.029 1.200 1.644

=====

Record 2
18
Properties=species:S:1:pos:R:3 method="wB97M-V/def2-TZVPD" lumo_energy_ev=0.88 e_above_lowest_kj_mol=77.1 energy_ha=-327.10200 homo_ev=-9.45
C 2.618 -0.252 -0.116
N 1.355 -0.049 -0.795
C 0.438 0.702 -0.038
O 0.785 1.524 0.783
C -0.995 0.263 -0.236
C -1.121 -1.280 -0.110
C -1.959 0.971 0.710
H 3.149 0.680 0.101
H 3.239 -0.932 -0.702
H 2.375 -0.745 0.833
H 1.391 0.141 -1.787
H -1.188 0.587 -1.270
H -1.845 -1.549 0.671
H -0.165 -1.754 0.137
H -1.461 -1.725 -1.051
H -2.977 0.603 0.537
H -1.701 0.760 1.755
H -1.940 2.055 0.579